Entry a
Entry from OMol25: a structure of composition H12O6 (ωB97M-V/def2-TZVPD).

As for the HOMO energy: -8.59 eV. The LUMO energy comes out at -0.541 eV. Its frontier orbital gap is 8.05 eV.

Cartesian coordinates (Å):
O: 0.838 -0.116 -0.250
H: 0.601 -0.854 -0.812
H: 0.001 0.222 0.068
O: -2.181 0.608 -0.701
H: -2.907 0.998 -0.215
H: -1.601 0.256 -0.026
O: 2.111 1.421 -0.522
H: 1.379 1.189 -1.094
H: 2.551 2.140 -0.976
O: -1.015 -1.569 -0.326
H: -0.580 -1.907 -1.109
H: -1.565 -2.292 -0.025
O: 2.029 0.718 1.351
H: 1.687 -0.154 1.549
H: 1.975 0.786 0.397
O: -1.095 -0.100 0.816
H: -1.233 -0.824 0.205
H: -0.994 -0.522 1.669

Entry b
Entry from OMol25: a cluster of 6 separate species, H12O6 in total (ωB97M-V/def2-TZVPD).

As for the HOMO energy: -10.83 eV. The LUMO energy comes out at -0.068 eV. Its frontier orbital gap is 10.77 eV.

Cartesian coordinates (Å):
O: 0.934 -0.571 1.532
H: 1.840 -0.878 1.670
H: 0.790 0.099 2.215
O: 3.198 1.273 -1.754
H: 3.281 0.463 -1.239
H: 3.030 1.963 -1.101
O: 0.005 -3.099 0.415
H: -0.726 -3.474 0.917
H: 0.115 -2.200 0.765
O: -3.020 -0.012 -1.339
H: -3.205 -0.942 -1.501
H: -2.096 0.009 -1.035
O: -0.169 0.431 -0.934
H: 0.579 0.143 -1.470
H: 0.089 0.248 -0.012
O: -1.196 2.241 1.124
H: -1.538 2.632 0.311
H: -1.912 1.674 1.436

Quick ranking, most stable first: entry b, entry a.

Entry a
Entry from OMol25: a cluster of 6 separate species, H12O6 in total (ωB97M-V/def2-TZVPD).

As for the HOMO energy: -11.00 eV. The LUMO energy comes out at 0.267 eV. Its frontier orbital gap is 11.27 eV.

Cartesian coordinates (Å):
O: 1.343 -1.001 -0.361
H: 1.837 -1.551 -0.992
H: 2.073 -0.483 0.000
O: -1.437 -0.553 -0.187
H: -1.627 0.196 -0.777
H: -0.477 -0.692 -0.265
O: -1.656 2.245 -1.062
H: -1.586 3.103 -1.452
H: -2.000 2.376 -0.169
O: -0.389 0.026 2.449
H: -1.040 0.395 3.033
H: -0.833 -0.106 1.605
O: 1.008 2.264 -1.012
H: 0.057 2.100 -0.866
H: 1.208 1.892 -1.903
O: 1.405 -3.508 0.362
H: 1.202 -3.986 1.165
H: 0.915 -2.716 0.431

Entry b
Entry from OMol25: a cluster of 6 separate species, H12O6 in total (ωB97M-V/def2-TZVPD).

As for the HOMO energy: -11.18 eV. The LUMO energy comes out at 0.291 eV. Its frontier orbital gap is 11.47 eV.

Cartesian coordinates (Å):
O: 4.815 -27.370 11.837
H: 4.441 -28.081 11.317
H: 5.551 -27.051 11.314
O: 0.638 -29.035 6.905
H: -0.254 -29.163 6.581
H: 0.676 -28.108 7.142
O: -1.434 -25.475 7.890
H: -1.708 -24.562 7.809
H: -2.254 -25.968 7.934
O: 1.256 -26.055 12.031
H: 1.034 -26.392 11.162
H: 2.107 -26.446 12.229
O: 2.277 -27.488 15.787
H: 1.512 -27.424 16.358
H: 2.109 -26.856 15.088
O: 6.800 -26.664 14.792
H: 6.574 -27.046 15.640
H: 6.190 -27.070 14.176

Quick ranking, most stable first: entry a, entry b.

Entry a
Entry from OMol25: a cluster of 6 separate species, H12O6 in total (ωB97M-V/def2-TZVPD).

As for the HOMO energy: -10.64 eV. The LUMO energy comes out at 0.123 eV. Its frontier orbital gap is 10.76 eV.

Cartesian coordinates (Å):
O: -1.934 -0.318 0.659
H: -2.493 -0.126 -0.117
H: -1.034 -0.511 0.372
O: -0.525 2.206 0.255
H: -1.060 2.147 1.012
H: 0.357 2.005 0.505
O: 0.473 2.448 -2.238
H: -0.026 2.280 -1.467
H: -0.004 1.957 -2.907
O: 0.657 -0.746 -0.567
H: 1.174 -0.209 -1.139
H: 0.929 -0.442 0.318
O: 1.394 -0.322 2.210
H: 1.962 0.284 2.641
H: 1.368 -1.180 2.598
O: -0.524 -3.323 -0.375
H: -0.668 -3.650 -1.259
H: -0.048 -2.496 -0.496

Entry b
Entry from OMol25: a cluster of 6 separate species, H12O6 in total (ωB97M-V/def2-TZVPD).

As for the HOMO energy: -10.77 eV. The LUMO energy comes out at 0.313 eV. Its frontier orbital gap is 11.08 eV.

Cartesian coordinates (Å):
O: -2.123 1.225 2.190
H: -1.759 0.357 2.410
H: -2.978 1.022 1.799
O: 2.174 1.310 -2.867
H: 1.973 1.894 -3.604
H: 2.093 0.420 -3.228
O: -0.422 -2.058 -2.973
H: -0.393 -1.367 -2.287
H: -1.273 -1.948 -3.405
O: -0.271 -1.496 2.991
H: 0.112 -0.756 2.494
H: 0.242 -2.268 2.738
O: -0.196 -0.175 -0.897
H: -0.327 -0.228 0.055
H: 0.429 0.549 -1.017
O: 0.770 0.813 1.806
H: 0.305 1.552 2.219
H: 1.642 1.151 1.576

Entry c
Entry from OMol25: a cluster of 6 separate species, H12O6 in total (ωB97M-V/def2-TZVPD).

As for the HOMO energy: -11.13 eV. The LUMO energy comes out at 0.104 eV. Its frontier orbital gap is 11.23 eV.

Cartesian coordinates (Å):
O: -12.364 8.212 15.684
H: -13.212 7.888 16.010
H: -12.459 8.239 14.728
O: -16.634 6.818 16.154
H: -16.893 7.655 15.752
H: -15.891 7.040 16.737
O: -14.418 7.624 17.845
H: -13.715 8.261 18.016
H: -14.199 6.860 18.389
O: -15.423 4.520 14.990
H: -14.515 4.832 14.946
H: -15.957 5.314 15.164
O: -19.314 6.361 17.229
H: -19.977 5.940 16.674
H: -18.463 6.123 16.836
O: -17.849 7.964 19.356
H: -17.908 7.120 18.897
H: -17.402 7.776 20.186

Entry d
Entry from OMol25: a cluster of 6 separate species, H12O6 in total (ωB97M-V/def2-TZVPD).

As for the HOMO energy: -10.37 eV. The LUMO energy comes out at -0.012 eV. Its frontier orbital gap is 10.36 eV.

Cartesian coordinates (Å):
O: -0.425 -0.518 -0.966
H: -0.773 0.402 -1.236
H: -0.024 -0.340 -0.120
O: 0.359 1.228 1.654
H: 0.147 1.096 2.578
H: 0.752 2.161 1.638
O: 0.715 -1.657 -3.051
H: 0.626 -1.706 -2.045
H: 1.593 -1.460 -3.357
O: 3.640 3.140 -0.518
H: 3.414 2.344 -0.045
H: 2.884 3.731 -0.814
O: -3.348 0.268 1.519
H: -2.951 0.241 2.439
H: -2.722 -0.014 0.856
O: -1.092 -2.626 0.477
H: -1.271 -3.184 1.241
H: -1.523 -3.104 -0.253

Quick ranking, most stable first: entry b, entry c, entry a, entry d.

Entry a
Entry from OMol25: a cluster of 6 separate species, H12O6 in total (ωB97M-V/def2-TZVPD).

As for the HOMO energy: -10.54 eV. The LUMO energy comes out at -0.301 eV. Its frontier orbital gap is 10.24 eV.

Cartesian coordinates (Å):
O: -2.037 2.092 -1.416
H: -1.248 1.832 -0.975
H: -2.103 3.114 -1.107
O: 3.289 0.448 -1.988
H: 4.212 0.692 -1.604
H: 2.736 0.190 -1.277
O: -0.447 0.129 -0.106
H: 0.462 0.006 0.252
H: -0.567 -0.674 -0.516
O: 2.036 -0.075 1.168
H: 2.079 0.860 1.753
H: 1.881 -0.697 1.872
O: -1.805 -2.026 -1.057
H: -2.239 -2.380 -0.293
H: -1.133 -2.548 -0.981
O: -2.061 -0.264 2.074
H: -1.571 -0.195 1.280
H: -1.485 -0.504 2.922

Entry b
Entry from OMol25: a cluster of 6 separate species, H12O6 in total (ωB97M-V/def2-TZVPD).

As for the HOMO energy: -11.37 eV. The LUMO energy comes out at 0.722 eV. Its frontier orbital gap is 12.09 eV.

Cartesian coordinates (Å):
O: 5.063 -1.144 -1.088
H: 5.843 -0.625 -1.192
H: 4.320 -0.566 -1.272
O: -2.365 -1.068 -2.119
H: -2.357 -1.963 -1.782
H: -2.713 -1.124 -3.010
O: 6.414 -1.236 2.033
H: 6.457 -0.975 1.115
H: 7.252 -1.028 2.445
O: -7.167 8.714 0.227
H: -7.483 7.998 0.786
H: -7.216 9.480 0.795
O: 2.373 1.256 2.312
H: 1.431 1.121 2.256
H: 2.586 0.345 2.571
O: -4.015 -6.056 -1.464
H: -4.704 -6.565 -1.888
H: -3.719 -6.562 -0.724

Entry c
Entry from OMol25: a cluster of 6 separate species, H12O6 in total (ωB97M-V/def2-TZVPD).

As for the HOMO energy: -11.51 eV. The LUMO energy comes out at 0.407 eV. Its frontier orbital gap is 11.92 eV.

Cartesian coordinates (Å):
O: 3.111 0.146 -0.400
H: 2.499 -0.505 -0.870
H: 2.757 1.022 -0.600
O: -1.871 -0.593 1.031
H: -2.666 -0.682 1.565
H: -1.234 -0.415 1.686
O: -1.674 0.682 -1.577
H: -2.296 0.377 -0.966
H: -1.119 -0.120 -1.495
O: -0.114 1.832 0.263
H: 0.371 2.665 0.263
H: -0.717 1.605 -0.541
O: 0.099 -1.724 -1.219
H: 0.358 -1.216 -0.330
H: -0.329 -2.444 -0.830
O: 0.701 -0.580 1.408
H: 0.486 0.360 1.105
H: 1.639 -0.409 1.507

Quick ranking, most stable first: entry c, entry b, entry a.

Entry a
Entry from OMol25: a cluster of 6 separate species, H12O6 in total (ωB97M-V/def2-TZVPD).

As for the HOMO energy: -10.80 eV. The LUMO energy comes out at -0.034 eV. Its frontier orbital gap is 10.77 eV.

Cartesian coordinates (Å):
O: 0.953 4.185 -1.583
H: 1.714 3.649 -1.338
H: 0.236 3.541 -1.764
O: -1.304 2.478 -1.700
H: -2.041 2.887 -1.233
H: -1.020 1.741 -1.127
O: 0.283 0.849 -0.059
H: 0.516 0.069 0.463
H: 0.601 1.598 0.462
O: -1.372 -1.511 1.412
H: -2.228 -1.333 1.006
H: -1.590 -1.834 2.298
O: 1.025 -2.803 2.197
H: 1.243 -3.381 1.459
H: 0.261 -2.301 1.882
O: 0.929 -2.970 -0.635
H: 1.649 -2.444 -1.003
H: 0.143 -2.419 -0.738

Entry b
Entry from OMol25: a cluster of 6 separate species, H12O6 in total (ωB97M-V/def2-TZVPD).

As for the HOMO energy: -11.35 eV. The LUMO energy comes out at 0.252 eV. Its frontier orbital gap is 11.60 eV.

Cartesian coordinates (Å):
O: 0.659 3.506 2.736
H: 1.440 3.056 2.417
H: -0.003 2.818 2.807
O: 1.860 -4.285 -0.080
H: 2.738 -4.240 0.299
H: 1.479 -5.081 0.291
O: -2.966 1.011 1.786
H: -3.653 1.346 2.362
H: -3.395 0.324 1.275
O: -2.205 5.496 0.025
H: -2.890 5.799 0.620
H: -1.653 4.928 0.563
O: 0.545 -0.188 -1.229
H: 0.607 -1.112 -0.987
H: -0.063 0.186 -0.591
O: 2.645 -4.829 -4.291
H: 2.530 -4.729 -3.346
H: 2.325 -4.006 -4.660

Quick ranking, most stable first: entry a, entry b.